{"formula": "C4H5NO", "method": "ωB97M-V/def2-TZVPD", "total_charge": 0, "homo_energy_ev": -8.160, "e_above_lowest_kj_mol": 328.3, "total_energy_ha": -285.2895, "mol_weight_da": 83.09, "elements": ["N", "C", "C", "C", "C", "O", "H", "H", "H", "H", "H"], "xyz": [[1.895515, -0.151487, 0.272138], [0.594464, -0.257547, -0.038213], [-0.494848, 0.681936, 0.284177], [-1.671176, 0.017811, -0.384881], [-1.454585, -1.227879, -0.853594], [0.171109, -1.295810, -0.617693], [2.521871, -0.834231, -0.131051], [2.293610, 0.724643, 0.562227], [-0.301670, 1.754722, 0.247865], [-2.660143, 0.455311, -0.295652], [-0.892218, 0.397699, 1.263177]], "forces_ev_per_angstrom": [[-0.172, 0.081, -0.289], [-0.124, -0.506, -0.081], [-0.663, -0.269, 0.530], [-0.095, -0.224, -1.018], [-0.094, 0.541, 0.077], [0.282, 0.210, 0.112], [-0.108, 0.051, 0.107], [-0.142, -0.012, 0.071], [-0.002, -0.179, -0.196], [0.121, -0.169, -0.137], [0.997, 0.475, 0.824]], "mulliken_charge": [-0.386, 0.522, -0.285, -0.441, -0.618, -0.257, 0.261, 0.221, 0.415, 0.352, 0.214]}